The following is a quantum chemistry calculation of a molecular structure, C28H38BiN7S4Si, from OMol25.

Computed properties:
DFT total energy = -97133.374 eV
gap between HOMO and LUMO = 7.49 eV
multiplicity = 1
total charge = +2
HOMO level = -13.39 eV
E_LUMO = -5.90 eV

Element x y z (Å)
1 Bi 0.13526 0.83759 0.15546
2 S -0.10794 -0.29596 3.20155
3 S 3.26149 0.87634 4.48055
4 S 2.63545 -0.85553 1.25993
5 S -0.00403 -1.49384 -0.76910
6 Si -1.92265 -4.37078 -0.77176
7 N -1.01871 1.41080 -1.89466
8 N -2.69345 1.39227 -5.52390
9 N -2.93246 1.69426 -3.27147
10 N -3.10567 1.99651 -1.03706
11 N -0.80097 1.26751 -4.24085
12 N -1.95808 -0.38481 0.54333
13 N 1.70242 1.05292 -1.69958
14 C -2.14751 1.44812 -4.31854
15 C -3.96133 -1.35973 1.33594
16 C -3.43121 -5.45536 -0.71158
17 C -0.31295 1.25508 -3.03575
18 C 3.03005 1.01224 -1.57328
19 C 1.78977 -2.10963 2.25211
20 C 0.34578 4.12451 1.96010
21 C 1.16960 1.11402 -2.92763
22 C -1.61633 -1.54680 -0.03108
23 C 1.53350 4.04710 1.24092
24 C 3.32973 1.04105 -3.93379
25 C -0.86595 4.24746 1.29142
26 C 4.16617 -0.49292 2.18159
27 C 1.51091 4.08414 -0.14896
28 C 0.29864 4.20819 -0.81863
29 C -0.88795 4.29806 -0.09907
30 C 1.74039 1.73346 3.96882
31 C -0.53994 -5.04716 0.27962
32 C -1.37841 -4.13664 -2.54044
33 C 1.95100 1.10108 -4.06847
34 C 3.87993 1.00855 -2.66389
35 C 0.44777 1.01370 4.32864
36 C -3.10123 -0.29333 1.23394
37 C -3.61037 -2.55075 0.70377
38 C -2.41666 -2.69056 0.00021
39 C 4.21916 0.82114 2.94744
40 C -2.34067 1.68945 -2.08881
41 C 1.08064 -1.63792 3.51069
42 H -3.68307 1.53686 -5.63306
43 H 3.96393 1.02909 -4.80975
44 H 0.36588 4.13016 3.04204
45 H 0.48493 0.59712 5.33570
46 H 1.46917 1.14743 -5.03283
47 H 0.52521 -2.47520 3.93439
48 H 1.74238 2.70622 4.46360
49 H -1.78521 4.35674 1.85395
50 H -0.22482 -6.02823 -0.08085
51 H -2.08815 -3.53751 -3.11415
52 H 4.94930 0.97545 -2.51284
53 H 1.78923 -1.28159 4.25268
54 H -4.28747 -3.39367 0.77003
55 H 4.96110 -0.51184 1.43386
56 H 0.33551 -4.39372 0.25170
57 H -2.11448 1.22549 -6.32883
58 H 3.92668 1.66251 2.31657
59 H -3.30776 0.65453 1.71669
60 H 3.41881 0.98459 -0.56444
61 H 2.48099 3.99891 1.76334
62 H 2.52250 -2.88118 2.49248
63 H -3.74814 -5.69880 0.30408
64 H -1.82551 4.44631 -0.61884
65 H -0.37935 1.72728 4.31600
66 H -4.27714 -5.01672 -1.24458
67 H 4.33341 -1.33847 2.84878
68 H 1.78967 1.90089 2.89422
69 H -1.32896 -5.12203 -3.01033
70 H 0.27905 4.27530 -1.89959
71 H -2.73526 2.07869 -0.11021
72 H -3.19335 -6.40141 -1.20332
73 H -4.88018 -1.26948 1.89686
74 H -0.85568 -5.15990 1.31872
75 H 1.07859 -2.54913 1.55280
76 H -4.07691 2.20002 -1.20597
77 H -0.39085 -3.68468 -2.63216
78 H 5.25446 0.99827 3.24314
79 H 2.43822 4.05783 -0.70761

These are the Löwdin partial charges, in e, on atoms 1 to 6: 1.5515, 0.8134, 0.9182, 0.7662, 0.6188, 0.5105



The following is a quantum chemistry calculation of a molecular structure, C61H49Br2FGeN5OS2Sr, from OMol25.

Computed properties:
DFT total energy = -295380.957 eV
gap between HOMO and LUMO (alpha / beta) = 6.14 / 6.00 eV
multiplicity = 2
total charge = -2
HOMO level (alpha / beta) = -2.65 / -2.68 eV
E_LUMO (alpha / beta) = 3.49 / 3.33 eV

Element x y z (Å)
1 Sr -0.30406 0.17175 -0.93994
2 Br -6.15926 -0.52793 -6.17628
3 Br -5.43457 1.52350 -0.98290
4 Ge -0.00638 -2.11300 1.22793
5 S 3.85328 -0.35658 -3.96679
6 S 2.64245 -1.18058 -1.67145
7 F 0.84337 1.48302 -2.72535
8 O -2.53734 0.50416 -1.47161
9 N -2.67282 0.11985 1.44661
10 N 0.68106 2.50709 -0.23348
11 N 4.50664 -6.04524 -6.47257
12 N 2.63530 -7.28649 -3.06054
13 N -1.54079 -0.86166 -3.53271
14 C -5.00629 -0.23827 -4.68886
15 C -2.76937 2.99936 5.29223
16 C -0.58867 4.63703 2.54033
17 C 2.29406 4.26525 -0.91382
18 C -2.51842 -3.47099 0.56937
19 C 1.51200 2.86771 2.07417
20 C -1.77446 -1.77072 -5.73227
21 C -2.19770 -3.33914 2.92330
22 C 3.09754 -5.75084 0.50861
23 C 1.34302 3.49160 3.31182
24 C 0.57650 -1.63901 3.10054
25 C -3.42211 -3.96744 3.12603
26 C 0.30809 4.36914 3.55806
27 C -3.59412 4.06001 4.94628
28 C 0.79760 0.04760 4.84715
29 C -5.49897 0.39468 -3.58652
30 C -2.86295 0.98616 2.18001
31 C 2.60396 -3.47378 1.11735
32 C -3.32926 0.27048 -2.43381
33 C 1.73905 -5.97382 0.33335
34 C 2.73545 -3.84677 -2.52183
35 C -3.65616 -0.68150 -4.72920
36 C 3.09621 4.79850 -1.91246
37 C 3.77344 -4.36241 -4.65413
38 C 0.42718 -0.32903 3.55952
39 C -3.09241 2.05538 3.11220
40 C 0.58913 3.12917 1.03644
41 C 0.82140 -4.95211 0.56965
42 C -2.51366 1.99126 4.37730
43 C 1.33408 -0.89063 5.71862
44 C 3.16454 4.23780 -3.17873
45 C -1.03126 -1.51603 -4.55248
46 C 2.39184 3.10236 -3.43582
47 C 3.52709 -4.49016 0.91167
48 C 0.38365 -1.98789 -4.45725
49 C 4.00468 2.88139 1.74153
50 C -4.67805 0.63529 -2.47815
51 C 3.01134 -2.50364 -2.73790
52 C -0.47256 4.04469 1.28788
53 C -4.16723 4.11983 3.68203
54 C -3.73836 -4.10773 0.75650
55 C -2.83631 -0.44276 -3.60866
56 C 1.49984 -2.19982 5.28455
57 C 1.61409 2.59835 -2.43252
58 C 3.65996 -2.07463 -3.91214
59 C 4.03860 -3.01154 -4.86647
60 C 2.77227 0.83939 1.01152
61 C 1.49538 3.11111 -1.12093
62 C 4.17715 -5.30889 -5.65111
63 C -3.92085 3.11737 2.75776
64 C -1.49582 4.51079 0.25202
65 C 3.12065 -4.78358 -3.48105
66 C -1.71294 -3.07882 1.64209
67 C -0.93733 5.62065 -0.64477
68 C -4.19801 -4.35812 2.04354
69 C 2.76567 2.00778 1.97914
70 C -3.06986 -1.36184 -5.82130
71 C -2.16708 3.44462 -0.60354
72 C 2.85254 -6.17171 -3.24952
73 C 1.22718 -3.67690 0.96242
74 C 1.12758 -2.56050 3.99491
75 H 2.84819 1.15909 -0.02753
76 H -2.28647 4.97301 0.85511
77 H 4.53178 -2.69799 -5.77758
78 H -3.08865 3.84462 -1.03772
79 H 0.64566 -2.17416 -3.41800
80 H 3.81163 -6.54161 0.31038
81 H 1.92257 -2.94560 5.95089
82 H -3.78710 4.85063 5.66221
83 H -4.33608 -4.39042 -0.10353
84 H -1.52523 3.12909 -1.42579
85 H 2.05752 3.26550 4.09809
86 H -3.65821 -1.55291 -6.70803
87 H -0.23601 -5.16356 0.44102
88 H 4.91262 2.28148 1.85554
89 H -4.35345 3.14965 1.76480
90 H -0.15506 5.24299 -1.29872
91 H -1.29436 -2.30276 -6.54366
92 H -6.52925 0.72346 -3.55704
93 H -3.77022 -4.14879 4.13837
94 H 4.05161 3.71552 2.44621
95 H -2.31363 2.95710 6.27427
96 H 2.26299 4.74299 0.05823
97 H 4.58518 -4.28654 1.03786
98 H -1.87409 1.15455 4.62684
99 H -5.15503 -4.84341 2.20123
100 H 1.38778 -6.94594 0.00469
101 H 2.22928 -4.16775 -1.62063
102 H 1.07435 -1.22162 -4.82304
103 H 3.68474 5.68154 -1.68326
104 H 2.87158 1.57091 2.97890
105 H 0.68836 1.08187 5.15776
106 H 2.97250 -2.49393 1.40881
107 H 0.19405 4.83097 4.53339
108 H 1.62954 -0.60289 6.72135
109 H -1.73473 6.02630 -1.27698
110 H -2.43925 2.54382 -0.05414
111 H -1.41166 5.32282 2.71316
112 H -2.19814 -3.26028 -0.44876
113 H 0.02918 0.43371 2.89306
114 H 3.80380 4.65372 -3.94706
115 H -0.51577 6.43962 -0.05471
116 H 2.39559 2.58968 -4.39022
117 H 0.54171 -2.89877 -5.03750
118 H 1.27241 -3.58700 3.67229
119 H -1.61332 -3.04179 3.78941
120 H 1.89619 0.19802 1.13810
121 H 3.99812 3.29121 0.72960
122 H -4.80613 4.95225 3.41145
123 H 3.64351 0.21003 1.21528

These are the Löwdin partial charges, in e, on atoms 1 to 6: 1.1860, 0.6985, 0.7356, 0.8910, 0.5877, 0.6226



The following is a quantum chemistry calculation of a molecular structure, C2HFI2 at a distorted geometry, from OMol25.

Computed properties:
DFT total energy = -21001.766 eV
gap between HOMO and LUMO (alpha / beta) = 6.18 / 6.19 eV
multiplicity = 1
total charge = 0
HOMO level (alpha / beta) = -7.76 / -7.76 eV
E_LUMO (alpha / beta) = -1.57 / -1.57 eV

Element x y z (Å)
1 I -0.56293 2.22043 -0.03122
2 I 2.79862 0.86691 -0.09954
3 F -2.84017 1.53476 1.35291
4 C 0.79445 0.46026 -0.54636
5 C -1.58879 1.19054 1.48118
6 H 0.26658 -0.32408 0.05425

Let us look at the Löwdin charges, expressed in e, one per atom: 1.1328, 0.5703, -0.1277, -1.0578, -0.4079, -0.1096



The following is a quantum chemistry calculation of 2 unconnected molecules or ions with the total composition C2H5O3 at a distorted geometry, from OMol25.

Computed properties:
DFT total energy = -8298.819 eV
gap between HOMO and LUMO = 7.55 eV
multiplicity = 1
total charge = -1
HOMO level = -3.52 eV
E_LUMO = 4.03 eV

Element x y z (Å)
1 O 0.31899 -0.23966 -1.73380
2 O 2.92702 -1.04544 2.25155
3 O 0.26327 0.97566 0.04033
4 C -0.29208 0.35896 -0.90940
5 C -1.75394 0.59775 -0.93791
6 H -1.94874 1.67613 -0.81235
7 H -2.31589 0.23870 -1.81648
8 H 2.16890 -0.61854 1.79192
9 H -2.12234 0.06725 -0.04379
10 H 2.75482 -2.01081 2.16994

These are the Löwdin partial charges, in e, on atoms 1 to 6: -0.0339, -0.1036, -0.1377, -0.9111, -0.0772, 0.0644